(1)
Here is C30H32F9IrN3O6PS2 as an isolated structure from the OMol25 dataset. Energies are from the ωB97M-V functional and the def2-TZVPD basis.

The spin multiplicity is 5. The value obtained for the total energy is -106640.7084 eV. As for the frontier orbital gap (alpha / beta): 7.506 / 6.134 eV.

XYZ file:
```
84
Properties=species:S:1:pos:R:3:forces:R:3:lowdin_charge:R:1
Ir -0.311089 0.996233 -0.576811 -0.09 0.26 -0.03 1.31
C 3.943678 -1.890084 3.475840 0.04 0.09 0.06 -0.06
O 2.996551 -2.311173 2.513515 -0.06 0.00 -0.06 -0.07
C 3.232842 -3.466843 1.850733 -0.14 -0.04 -0.02 -0.24
C 4.346826 -4.271706 2.045168 0.13 0.01 0.07 -0.02
C 4.469667 -5.475669 1.364691 -0.06 0.01 -0.04 -0.08
C 3.479476 -5.889764 0.491358 0.03 -0.08 0.02 -0.09
C 2.374482 -5.079258 0.274946 0.10 0.05 -0.05 -0.01
C 2.250468 -3.859866 0.923145 0.12 0.02 0.00 -0.17
N 1.102403 -3.064091 0.712845 -0.17 -0.08 0.10 0.17
C 1.077591 -1.772597 0.272060 -0.12 0.13 0.11 -0.33
N 2.262658 -1.255029 -0.093066 0.10 -0.18 0.04 0.17
C 2.640497 0.030016 -0.498911 -0.15 0.09 -0.06 -0.18
C 1.769447 1.026942 -0.934068 -0.65 0.15 0.13 -0.26
C 2.336794 2.232029 -1.379980 0.08 0.08 -0.10 -0.15
C 3.698697 2.440049 -1.368484 -0.04 0.04 -0.06 -0.08
C 4.559819 1.443894 -0.913760 0.05 0.00 0.00 -0.02
C 4.034333 0.243793 -0.485453 -0.08 0.07 -0.04 -0.22
O 4.778969 -0.811121 -0.029837 -0.02 -0.03 0.01 -0.11
C 6.181180 -0.643726 0.027133 0.09 -0.07 -0.01 -0.07
N -0.025885 -1.072748 0.256588 -0.37 0.65 -0.55 0.01
C -1.320413 -1.611550 0.466483 -0.19 -0.45 0.26 -0.23
C -2.168423 -0.986400 1.379129 0.31 -0.10 0.05 -0.04
C -3.475775 -1.400967 1.551151 -0.05 0.03 -0.05 -0.08
C -3.963105 -2.456227 0.799468 -0.01 0.05 0.07 -0.07
C -3.147610 -3.085445 -0.126748 -0.13 -0.14 -0.02 -0.03
C -1.838403 -2.669442 -0.306235 0.14 0.22 0.00 -0.25
O -0.994811 -3.231915 -1.223685 0.12 0.11 0.08 -0.11
C -1.573054 -3.982810 -2.279481 -0.04 -0.09 -0.11 -0.07
H 3.539022 -0.978847 3.907765 0.02 -0.01 0.00 0.10
H 4.909939 -1.670285 3.014036 -0.01 -0.02 -0.02 0.09
H 4.073411 -2.637710 4.262510 -0.01 0.00 -0.02 0.10
H 5.114792 -3.976433 2.746766 -0.03 0.00 -0.02 0.11
H 5.341911 -6.092869 1.533377 0.00 0.00 0.00 0.11
H 3.568630 -6.834206 -0.027659 -0.02 0.00 0.00 0.10
H 1.595821 -5.389003 -0.411521 0.00 0.06 -0.03 0.12
H 0.240529 -3.565405 0.582535 -0.09 -0.01 0.02 0.13
H 3.055231 -1.865710 0.030795 0.02 -0.07 0.03 0.13
H 1.691737 3.018736 -1.750399 -0.04 0.00 0.08 0.09
H 4.111274 3.378793 -1.714224 -0.01 0.00 0.00 0.11
H 5.625983 1.621803 -0.908101 -0.02 -0.04 0.02 0.10
H 6.579605 -1.580212 0.410504 0.00 0.02 0.01 0.09
H 6.454408 0.175666 0.697469 -0.01 -0.02 -0.01 0.10
H 6.603375 -0.457460 -0.963516 -0.03 0.01 0.00 0.10
H -1.771318 -0.156877 1.951317 -0.06 0.07 -0.02 0.09
H -4.115797 -0.875778 2.244350 -0.01 0.02 0.05 0.10
H -4.986768 -2.784598 0.920303 -0.01 0.00 -0.02 0.11
H -3.551457 -3.886766 -0.731402 0.05 0.01 0.02 0.11
H -0.786331 -4.106481 -3.020236 0.00 -0.04 0.02 0.10
H -2.408765 -3.446753 -2.731168 0.16 -0.23 0.07 0.08
H -1.907364 -4.964726 -1.933732 0.02 0.00 0.01 0.09
C -3.802979 6.318421 -0.016223 0.21 -0.17 0.04 -0.08
C -3.362636 5.127910 -0.847268 -0.15 0.03 -0.08 -0.28
O -2.215465 4.426231 -0.311508 0.17 0.10 0.05 -0.34
P -2.279674 3.585071 1.028809 -1.52 -0.14 0.48 -0.13
S -0.432567 2.715731 1.185826 0.28 -0.68 -0.51 0.30
S -3.876371 2.460944 1.255447 0.82 0.31 -0.20 0.28
O -2.259358 4.771164 2.118485 0.46 -0.10 -0.08 -0.36
C -2.449870 4.558130 3.527871 -0.03 -0.03 0.10 -0.30
C -1.126463 4.409456 4.258646 -0.10 0.09 -0.28 -0.09
H -4.578443 6.861020 -0.558346 0.02 0.00 -0.03 0.08
H -2.961232 6.985239 0.170989 -0.03 0.04 0.00 0.08
H -4.208344 5.995509 0.939348 -0.04 0.02 0.04 0.07
H -3.029330 5.453206 -1.830118 0.00 -0.07 -0.05 0.12
H -4.182713 4.419157 -0.963804 0.05 -0.10 -0.02 0.09
H -3.093944 3.688624 3.676050 -0.01 0.02 -0.04 0.08
H -2.979936 5.445133 3.876008 -0.03 -0.04 -0.01 0.12
H -0.595871 3.530106 3.900886 0.06 -0.05 0.07 0.03
H -1.296232 4.311022 5.331231 -0.03 0.01 0.00 0.08
H -0.504633 5.285950 4.073954 0.04 -0.02 0.06 0.08
F -4.134432 2.400130 -3.143179 0.17 -0.03 -0.02 0.17
C -2.933148 2.024871 -3.603174 0.00 0.29 0.06 -0.54
F -3.023196 1.913486 -4.939569 0.04 -0.02 0.20 0.17
F -2.066871 3.009107 -3.340375 -0.15 -0.08 0.04 0.16
C -2.471035 0.702126 -2.910506 0.13 -0.27 -0.74 -0.31
O -2.117226 0.934449 -1.634607 1.00 0.01 0.77 -0.25
C -3.657654 -0.314207 -2.956281 -0.28 -0.01 0.18 -0.52
F -3.206319 -1.578820 -2.800420 -0.22 0.47 -0.07 0.14
F -4.328259 -0.272988 -4.120916 0.14 -0.05 0.23 0.17
F -4.519487 -0.071410 -1.972255 0.16 -0.08 -0.19 0.18
C -1.288558 0.104202 -3.742806 0.22 -0.05 0.03 -0.55
F -0.379944 1.049562 -4.028489 -0.13 -0.13 0.03 0.16
F -0.657958 -0.843623 -3.025709 -0.07 0.11 -0.13 0.13
F -1.675511 -0.454354 -4.895530 -0.01 0.04 0.11 0.17
```
Positions in Å, forces in eV/Å.


(2)
Here is C30H32Ge2IrN5O6S3 as an isolated structure from the OMol25 dataset. Energies are from the ωB97M-V functional and the def2-TZVPD basis.

The spin multiplicity is 5. The calculation puts the relative energy (zero: lowest compared OMol25 entry of this formula, charge and spin) at 0.0 kcal/mol. The value obtained for the total energy is -199740.7636 eV. As for the frontier orbital gap (alpha / beta): 6.420 / 6.445 eV.

XYZ file:
```
79
Properties=species:S:1:pos:R:3:forces:R:3:lowdin_charge:R:1
Ir -0.054325 -1.864562 0.280539 -0.05 -0.17 -0.02 1.18
N 0.886562 -4.426983 -3.078444 0.03 0.00 0.04 0.08
C 0.855846 -3.592480 -2.001473 -0.03 0.00 -0.01 -0.81
S -0.723570 -2.901073 -1.602206 0.01 -0.01 -0.06 0.61
N 1.948009 -3.309354 -1.385372 -0.04 0.00 -0.02 0.02
N 1.778054 -2.368985 -0.370123 0.05 0.05 0.01 -0.20
C 2.872018 -1.821225 0.031428 -0.07 0.00 0.01 -0.07
C 2.991730 -0.724455 0.955903 0.02 -0.06 -0.04 -0.15
C 4.296282 -0.327403 1.294631 0.01 0.02 0.00 -0.04
C 4.537732 0.748963 2.113664 -0.01 0.00 -0.02 -0.08
C 3.450190 1.472945 2.610644 -0.01 -0.01 0.01 -0.07
C 2.160631 1.109029 2.298357 0.02 0.02 0.01 -0.04
C 1.899504 0.005371 1.467606 -0.01 0.03 0.01 -0.38
O 0.632346 -0.260817 1.215678 -0.03 0.06 0.04 -0.30
H 0.031064 -4.896304 -3.321411 -0.01 0.01 0.00 0.08
H 1.734664 -4.957258 -3.200303 0.00 0.00 0.00 0.10
H 3.783121 -2.211976 -0.411079 0.00 0.00 -0.01 0.14
H 5.124838 -0.891572 0.882556 0.00 0.00 0.00 0.12
H 5.550031 1.035587 2.361989 0.00 0.00 0.00 0.10
H 3.622461 2.330130 3.250769 0.00 0.00 0.00 0.11
H 1.307138 1.648861 2.689992 0.01 0.00 0.00 0.11
O -4.515997 -3.257402 3.922388 0.05 -0.01 0.01 0.13
C -4.644578 -2.031558 3.452566 -0.04 -0.02 -0.05 -0.50
O -5.543122 -1.294798 3.777961 0.02 0.00 0.02 0.10
C -3.625635 -1.569123 2.466064 0.01 0.03 0.02 -0.04
C -3.637721 -0.308598 1.900347 -0.01 -0.01 0.01 0.03
N -2.587241 -0.223388 1.075029 -0.02 -0.02 -0.03 0.08
N -1.893624 -1.363451 1.074403 -0.01 0.07 0.01 -0.10
C -2.492385 -2.190956 1.916838 0.05 -0.01 0.02 -0.14
C -1.816683 -3.513563 2.141564 -0.09 -0.06 -0.08 -0.60
O -2.368991 -4.346089 2.859988 0.01 0.03 0.06 0.06
O -0.697550 -3.649969 1.546654 0.09 0.12 -0.06 -0.19
H -3.711003 -3.726854 3.551921 -0.03 0.01 -0.01 0.07
H -4.322976 0.508814 2.044621 -0.01 0.00 0.00 0.15
H -2.268125 0.566825 0.525147 0.01 0.01 0.01 0.11
C 1.965120 0.547068 6.014537 0.00 0.01 -0.01 -0.07
O 2.087640 -0.667634 5.257946 -0.01 0.00 -0.01 -0.16
C 1.036631 -1.069182 4.583855 -0.02 0.00 0.00 -1.35
S -0.462236 -0.353176 4.495096 0.01 0.01 0.00 0.74
S 1.046996 -2.456429 3.653991 0.07 -0.04 0.13 0.84
H 2.933078 0.690146 6.483264 0.00 0.00 0.00 0.10
H 1.182935 0.445417 6.764928 0.00 0.00 0.00 0.09
H 1.734386 1.377902 5.349083 0.00 0.00 0.00 0.07
C -0.451408 -0.574605 -5.151805 0.00 0.00 0.01 -0.25
Ge -1.578905 0.600505 -4.065001 -0.01 -0.01 -0.03 0.64
C -1.876001 2.280943 -5.032866 -0.01 0.00 -0.01 -0.25
C -3.288230 -0.295056 -3.733742 -0.02 -0.01 -0.01 -0.26
Ge -0.512510 0.962847 -1.921759 0.05 0.02 -0.02 0.94
C -1.388436 2.249221 -0.752681 0.01 0.03 0.04 -0.40
C -0.827603 2.641349 0.470302 -0.02 -0.02 0.01 -0.13
C -1.546513 3.411552 1.373564 0.00 -0.01 -0.02 -0.08
C -2.847345 3.800780 1.080790 0.00 0.00 -0.01 -0.09
C -3.422189 3.422431 -0.126499 0.00 0.02 0.02 -0.09
C -2.700231 2.656754 -1.030207 0.00 -0.01 -0.01 -0.14
C 1.426124 1.105583 -1.933038 0.01 -0.03 -0.01 -0.37
C 2.142446 2.129381 -1.306797 -0.01 0.00 -0.01 -0.11
C 3.529223 2.151355 -1.343003 0.00 0.00 0.01 -0.08
C 4.227412 1.154241 -2.010339 -0.01 -0.02 -0.01 -0.09
C 3.531253 0.130686 -2.640109 0.03 0.02 0.01 -0.09
C 2.145307 0.105725 -2.594855 -0.02 -0.01 0.01 -0.15
H -0.952236 -0.768600 -6.101798 0.00 -0.01 0.00 0.02
H -0.285014 -1.527524 -4.647711 0.00 0.00 0.00 0.00
H 0.514276 -0.113850 -5.359148 0.00 0.01 0.01 0.02
H -2.382649 2.072811 -5.976972 0.00 0.01 0.00 0.02
H -0.925425 2.768377 -5.247923 0.00 0.00 0.00 0.02
H -2.491494 2.970449 -4.455407 0.00 -0.01 0.01 0.01
H -3.796323 -0.492853 -4.678874 0.00 0.00 0.00 0.02
H -3.947579 0.310112 -3.111133 0.00 0.00 0.00 0.01
H -3.114981 -1.245473 -3.228004 0.00 0.00 0.00 0.00
H 0.168006 2.308924 0.732621 0.00 -0.01 0.02 0.07
H -1.095055 3.696685 2.315867 0.00 0.00 0.00 0.11
H -3.411159 4.393447 1.789312 0.00 0.00 0.00 0.10
H -4.434634 3.724595 -0.362952 0.00 0.00 0.00 0.11
H -3.167103 2.367168 -1.965552 -0.01 0.00 0.00 0.08
H 1.616532 2.928931 -0.799366 0.01 0.00 -0.01 0.09
H 4.067056 2.950902 -0.848889 0.00 0.00 0.00 0.11
H 5.309571 1.175505 -2.039206 0.00 0.00 0.00 0.10
H 4.066800 -0.652467 -3.162994 0.00 0.00 0.00 0.11
H 1.615773 -0.711272 -3.075361 0.00 0.00 0.00 0.08
```
Positions in Å, forces in eV/Å.


> Which of these has the highest total energy?

C30H32F9IrN3O6PS2


> Which of these has the highest total energy?

C30H32F9IrN3O6PS2